1.
83
Properties=species:S:1:pos:R:3:lowdin_spin:R:1 method="wB97M-V/def2-TZVPD" homo_ev="-9.12 / -9.08" s2=0.846 orbital_gap_ev="7.00 / 6.96" charge=+1 multiplicity=2 de_lowest_kj_mol=111.89
Mn -0.06 0.14 0.11 0.982
C -3.35 1.89 4.46 0.000
N -2.25 2.06 3.51 0.002
C -1.81 3.42 3.28 0.000
C -1.91 1.08 2.62 0.004
N -1.35 1.28 1.49 -0.001
N -2.17 -0.20 3.09 0.001
C -2.16 -1.37 2.33 0.008
N -2.06 -2.50 3.09 0.004
N -2.30 -1.31 1.07 0.009
H -2.99 1.77 5.48 0.000
H -3.97 1.04 4.19 0.000
H -3.98 2.78 4.43 0.000
H -1.82 3.95 4.22 0.000
H -2.47 3.95 2.58 0.000
H -0.80 3.43 2.89 0.000
H -1.26 2.27 1.28 0.000
H -2.22 -0.31 4.09 0.000
H -1.58 -2.46 3.98 0.000
H -1.95 -3.37 2.59 0.000
H -2.23 -2.23 0.65 0.000
C 3.77 -3.74 -2.87 0.000
Si 2.71 -2.53 -3.83 0.000
C 2.38 -3.20 -5.55 0.000
C 3.58 -0.88 -4.01 0.000
C 1.03 -2.40 -2.97 0.000
C -0.05 -3.12 -3.44 0.000
C -1.32 -2.99 -2.87 0.001
C -1.46 -2.13 -1.80 0.001
N -0.43 -1.46 -1.27 0.000
C 0.79 -1.58 -1.84 0.000
S 1.95 -0.59 -1.04 -0.006
H 4.73 -3.91 -3.37 0.000
H 3.27 -4.70 -2.76 0.000
H 3.98 -3.35 -1.87 0.000
H 3.33 -3.24 -6.10 0.000
H 1.70 -2.55 -6.11 0.000
H 1.97 -4.21 -5.55 0.000
H 4.37 -0.99 -4.76 0.000
H 4.02 -0.54 -3.08 0.000
H 2.89 -0.10 -4.35 0.000
H 0.07 -3.77 -4.30 0.000
H -2.17 -3.53 -3.25 0.000
H -2.43 -1.95 -1.37 0.000
S 3.06 3.58 0.74 -0.001
C 2.60 2.92 2.25 0.000
C 1.62 2.00 2.06 0.001
N 1.23 1.81 0.75 -0.002
C 1.91 2.59 -0.04 0.000
H 3.05 3.22 3.18 0.000
H 1.14 1.42 2.84 0.000
H 1.80 2.56 -1.12 0.000
N 0.77 -0.95 1.68 -0.002
C 1.69 -1.36 2.25 0.001
N 2.73 -1.82 2.91 0.002
C 4.02 -1.98 2.21 0.000
C 4.62 -3.31 2.61 0.000
O 4.69 -3.43 4.02 0.000
C 3.40 -3.41 4.60 0.000
C 2.72 -2.08 4.35 0.000
H 4.68 -1.16 2.52 0.000
H 3.84 -1.92 1.14 0.000
H 5.63 -3.40 2.24 0.000
H 4.01 -4.13 2.20 0.000
H 3.53 -3.57 5.67 0.000
H 2.79 -4.22 4.19 0.000
H 3.26 -1.28 4.86 0.000
H 1.69 -2.09 4.70 0.000
C -4.08 2.21 -3.10 0.000
N -2.71 2.01 -2.69 0.000
C -1.55 2.43 -3.42 0.000
C -0.42 1.91 -2.53 0.000
O 0.75 2.06 -2.78 0.000
N -0.98 1.26 -1.44 -0.004
C -2.31 1.32 -1.61 -0.001
N -3.18 0.74 -0.79 0.000
H -4.11 3.02 -3.83 0.000
H -4.70 2.51 -2.25 0.000
H -4.51 1.32 -3.57 0.000
H -1.48 3.52 -3.52 0.000
H -1.48 1.97 -4.41 0.000
H -2.82 0.10 -0.06 0.000
H -4.14 0.68 -1.06 0.000

2.
85
Properties=species:S:1:pos:R:3:lowdin_charge:R:1 method="wB97M-V/def2-TZVPD" homo_ev=-9.65 orbital_gap_ev=6.81 charge=+1 multiplicity=1 de_lowest_kj_mol=55.79
Sc -0.77 -0.72 0.24 0.611
C -3.82 0.61 -0.76 -0.202
C -3.53 1.42 0.52 -0.166
N -2.57 0.77 1.41 -0.078
C -3.16 0.09 2.59 -0.162
C -2.57 -1.29 2.87 -0.171
N -2.22 -2.04 1.65 -0.116
C -3.34 -2.66 0.93 -0.194
C -4.15 -1.63 0.17 -0.179
N -3.30 -0.75 -0.65 -0.154
H -4.90 0.63 -0.98 0.125
H -3.32 1.07 -1.61 0.064
H -3.13 2.39 0.23 0.114
H -4.46 1.63 1.06 0.118
H -1.91 1.46 1.73 0.097
H -3.01 0.70 3.48 0.130
H -4.24 0.04 2.45 0.105
H -1.66 -1.19 3.44 0.109
H -3.28 -1.86 3.48 0.131
H -1.60 -2.79 1.94 0.127
H -2.91 -3.36 0.22 0.086
H -3.99 -3.21 1.62 0.130
H -4.88 -2.16 -0.46 0.136
H -4.73 -1.02 0.85 0.108
H -3.19 -1.17 -1.56 0.014
O 1.04 -4.89 0.99 -0.041
C 1.37 -3.60 0.47 -0.245
C 1.53 -3.61 -1.05 -0.580
C 2.40 -4.82 -1.43 -0.203
O 3.48 -5.06 -0.53 -0.044
C 2.20 -2.33 -1.57 -0.526
Se 1.83 -0.66 -0.65 0.704
C 0.18 -3.87 -1.72 -0.502
Se -1.08 -2.38 -1.79 0.682
H 1.84 -5.43 0.94 0.087
H 2.25 -3.18 0.96 0.125
H 0.55 -2.95 0.74 0.056
H 2.78 -4.69 -2.45 0.134
H 1.80 -5.72 -1.42 0.131
H 4.08 -4.31 -0.54 0.093
H 1.95 -2.22 -2.62 0.058
H 3.28 -2.43 -1.51 0.055
H -0.32 -4.67 -1.18 0.068
H 0.33 -4.20 -2.75 0.069
C -0.23 2.59 -4.95 -0.112
N 0.74 1.57 -4.35 -0.064
C 1.91 2.31 -3.68 -0.092
N 1.43 3.26 -2.73 -0.134
C 0.49 4.19 -3.36 -0.153
N -0.67 3.50 -3.95 -0.140
C -1.52 2.87 -2.91 -0.292
P -0.61 1.58 -1.92 1.022
C 0.03 0.66 -3.38 -0.304
C 0.86 2.62 -1.53 -0.313
H -1.05 2.02 -5.38 0.144
H 0.32 3.11 -5.73 0.143
H 1.12 1.00 -5.11 0.181
H 2.46 2.79 -4.49 0.144
H 2.51 1.54 -3.20 0.136
H 1.00 4.73 -4.16 0.138
H 0.14 4.90 -2.62 0.138
H -2.40 2.43 -3.39 0.092
H -1.89 3.65 -2.25 0.097
H -0.78 0.16 -3.90 0.091
H 0.73 -0.09 -3.01 0.009
H 1.61 2.00 -1.04 0.027
H 0.56 3.40 -0.83 0.102
O 0.18 -0.74 2.15 -0.102
C 0.54 0.48 2.02 -0.613
O 0.11 1.15 1.03 -0.186
C 1.47 1.08 3.01 -0.084
C 2.01 0.28 4.00 0.099
C 2.89 0.87 4.89 -0.091
C 3.25 2.20 4.83 0.101
C 2.68 2.94 3.82 -0.096
C 1.80 2.42 2.90 0.087
N 3.05 4.38 3.71 -0.345
O 2.58 5.01 2.78 0.085
O 3.81 4.83 4.54 0.109
N 3.48 0.03 5.96 -0.346
O 4.30 0.55 6.68 0.106
O 3.12 -1.13 6.02 0.099
H 1.76 -0.76 4.08 0.142
H 3.94 2.63 5.53 0.141
H 1.39 3.04 2.12 0.132

3.
79
Properties=species:S:1:pos:R:3:lowdin_charge:R:1 method="wB97M-V/def2-TZVPD" homo_ev=-8.20 orbital_gap_ev=8.31 charge=0 multiplicity=1 de_lowest_kj_mol=0.00
C -1.29 4.23 -1.56 -0.159
C -1.35 3.00 -2.50 -0.355
Si 0.35 2.24 -2.66 0.522
O 0.34 0.92 -3.72 -0.449
Si 1.75 0.03 -3.67 0.516
C 2.07 -0.69 -1.95 -0.323
C 2.44 -2.18 -2.01 -0.329
C 2.12 -2.91 -0.70 -0.487
S 3.59 -3.12 0.34 0.923
C 2.91 -2.80 1.95 -1.050
S 1.48 -3.49 2.36 0.714
N 3.68 -2.04 2.82 -0.072
C 3.05 -1.72 4.09 -0.292
C 3.47 -2.42 5.20 -0.026
C 2.95 -2.16 6.46 -0.071
C 1.98 -1.17 6.60 -0.078
C 1.56 -0.47 5.47 -0.063
C 2.09 -0.73 4.22 -0.028
C 4.32 -0.86 2.27 -0.253
C 5.57 -0.52 2.78 -0.007
C 6.23 0.62 2.35 -0.070
C 5.65 1.43 1.38 -0.079
C 4.39 1.10 0.89 -0.069
C 3.73 -0.04 1.32 -0.055
H -1.95 5.02 -1.91 0.065
H -0.28 4.63 -1.50 0.049
H -1.59 3.92 -0.57 0.063
H -1.99 2.23 -2.08 0.065
H -1.74 3.24 -3.48 0.067
H 0.80 1.81 -1.32 -0.003
H 1.35 3.20 -3.18 -0.011
H 2.88 0.85 -4.15 -0.022
H 1.65 -1.12 -4.60 -0.016
H 2.83 -0.11 -1.44 0.054
H 1.11 -0.63 -1.44 0.063
H 1.81 -2.64 -2.77 0.081
H 3.47 -2.32 -2.33 0.101
H 1.38 -2.34 -0.15 0.039
H 1.73 -3.90 -0.92 0.070
H 4.24 -3.18 5.09 0.118
H 3.32 -2.71 7.31 0.101
H 1.57 -0.95 7.57 0.101
H 0.82 0.30 5.59 0.101
H 1.76 -0.16 3.37 0.115
H 6.00 -1.15 3.54 0.118
H 7.20 0.86 2.76 0.103
H 6.17 2.30 1.03 0.100
H 3.96 1.75 0.15 0.102
H 2.74 -0.26 0.93 0.103
O -1.57 0.68 3.85 -0.278
S -2.00 0.26 2.55 0.559
O -1.75 1.09 1.41 -0.288
O -3.56 -0.07 2.61 -0.262
C -4.44 0.93 3.17 -0.251
C -4.72 2.05 2.19 -0.072
C -1.43 -1.36 2.22 -0.134
H -4.02 1.30 4.10 0.114
H -5.35 0.39 3.41 0.121
H -3.83 2.65 2.00 0.069
H -5.50 2.71 2.60 0.081
H -5.06 1.65 1.24 0.083
H -1.66 -2.00 3.07 0.081
H -0.35 -1.30 2.08 0.023
H -1.90 -1.73 1.31 0.080
O -5.40 -1.92 -4.86 -0.275
S -5.45 -0.51 -5.07 0.563
O -5.62 0.02 -6.39 -0.273
O -4.17 0.15 -4.40 -0.266
C -2.87 -0.38 -4.76 -0.247
C -2.41 0.10 -6.12 -0.067
C -6.65 0.21 -4.00 -0.124
H -2.89 -1.47 -4.70 0.116
H -2.18 -0.03 -4.00 0.099
H -3.03 -0.31 -6.91 0.072
H -1.38 -0.20 -6.29 0.079
H -2.48 1.19 -6.18 0.085
H -6.49 -0.16 -2.99 0.073
H -7.63 -0.10 -4.36 0.076
H -6.55 1.29 -4.04 0.074

4.
75
Properties=species:S:1:pos:R:3:lowdin_charge:R:1 method="wB97M-V/def2-TZVPD" homo_ev=-7.96 orbital_gap_ev=8.39 charge=0 smiles=c1cc[nH]c1.c1cc[nH]c1.C1CCOC1.C1CCOC1.C1CCOC1.BrCCBr.BrCCBr multiplicity=1 de_lowest_kj_mol=23.15
C -13.70 -21.11 -13.83 -0.101
C -14.35 -22.27 -14.34 -0.111
C -13.38 -23.14 -14.72 -0.146
N -12.16 -22.56 -14.51 0.009
C -12.35 -21.27 -14.08 -0.150
H -14.10 -20.19 -13.43 0.060
H -15.41 -22.46 -14.28 0.080
H -13.35 -24.20 -14.92 0.109
H -11.24 -22.95 -14.58 0.143
H -11.51 -20.64 -13.83 0.033
C -14.73 -15.50 -16.11 -0.133
C -13.50 -16.07 -15.74 -0.108
C -13.73 -16.99 -14.75 -0.130
N -15.06 -16.92 -14.39 0.038
C -15.64 -15.99 -15.23 -0.153
H -14.97 -14.72 -16.82 0.024
H -12.57 -15.88 -16.26 0.083
H -13.12 -17.76 -14.30 0.084
H -15.62 -17.54 -13.79 0.104
H -16.70 -15.82 -15.18 0.086
C -19.33 -16.30 -16.93 -0.171
C -20.39 -15.99 -17.96 -0.174
C -20.43 -14.48 -17.90 -0.217
O -19.05 -14.09 -17.82 -0.143
C -18.39 -15.08 -17.01 -0.202
H -18.78 -17.23 -17.09 0.108
H -19.74 -16.31 -15.92 0.108
H -21.34 -16.48 -17.73 0.113
H -20.11 -16.29 -18.98 0.117
H -21.00 -14.14 -17.03 0.118
H -20.96 -14.03 -18.74 0.119
H -18.26 -14.55 -16.07 0.111
H -17.41 -15.37 -17.40 0.104
C -18.33 -19.54 -13.75 -0.138
C -18.55 -18.87 -12.37 -0.133
C -17.14 -18.68 -11.80 -0.220
O -16.25 -18.92 -12.88 -0.229
C -16.82 -19.87 -13.77 -0.194
H -18.59 -18.94 -14.62 0.096
H -18.88 -20.47 -13.93 0.108
H -19.18 -19.48 -11.74 0.109
H -19.06 -17.93 -12.58 0.106
H -16.89 -19.39 -11.00 0.096
H -16.96 -17.68 -11.42 0.085
H -16.66 -20.91 -13.47 0.104
H -16.27 -19.75 -14.71 0.127
C -10.46 -14.00 -18.59 -0.173
C -10.26 -15.23 -19.45 -0.196
C -9.68 -14.67 -20.74 -0.206
O -10.31 -13.40 -20.88 -0.145
C -10.93 -13.00 -19.66 -0.208
H -9.50 -13.68 -18.20 0.115
H -11.24 -14.10 -17.84 0.093
H -11.25 -15.64 -19.67 0.116
H -9.72 -16.08 -19.01 0.112
H -9.90 -15.29 -21.60 0.117
H -8.60 -14.58 -20.57 0.116
H -12.01 -13.07 -19.80 0.088
H -10.51 -12.05 -19.34 0.118
Br -10.99 -18.80 -11.87 0.654
C -12.28 -18.39 -10.43 -0.673
C -13.65 -18.11 -11.01 -0.661
Br -14.87 -17.87 -9.48 0.690
H -11.94 -17.51 -9.89 0.053
H -12.27 -19.24 -9.75 0.049
H -14.02 -18.96 -11.59 0.030
H -13.65 -17.24 -11.65 0.060
Br -17.18 -9.51 -19.96 0.579
C -15.74 -10.01 -18.67 -0.640
C -15.71 -11.53 -18.72 -0.657
Br -14.15 -12.17 -17.65 0.648
H -16.14 -9.59 -17.76 0.048
H -14.82 -9.56 -19.03 0.051
H -15.58 -11.93 -19.72 0.048
H -16.57 -11.96 -18.22 0.046

5.
90
Properties=species:S:1:pos:R:3:lowdin_charge:R:1 method="wB97M-V/def2-TZVPD" homo_ev=-8.88 orbital_gap_ev=4.46 charge=+1 multiplicity=1
C 1.23 3.13 5.34 0.024
C -0.14 3.56 4.89 -0.542
O -1.10 3.47 5.61 0.107
O -0.17 4.05 3.64 -0.012
C -1.48 4.38 3.18 -0.178
C -1.41 4.85 1.73 -0.130
C -0.68 3.92 0.76 -0.157
C -1.50 2.79 0.07 -0.394
C -2.81 3.39 -0.47 -0.134
C -3.78 2.38 -1.10 -0.271
O -5.07 3.00 -1.19 -0.060
N -1.90 1.79 1.09 0.097
C -0.93 0.86 1.54 -0.370
O -0.22 1.24 2.70 0.033
C 0.01 0.38 0.43 -0.012
N -0.46 0.69 -0.95 -0.176
C 0.47 0.10 -1.96 -0.113
C 1.74 0.84 -2.34 -0.044
C 2.99 0.21 -1.73 -0.410
F 2.81 -0.14 -0.44 0.135
F 3.17 -0.97 -2.42 0.095
C 4.21 1.15 -1.89 -0.361
F 4.24 1.56 -3.17 0.180
F 3.98 2.18 -1.06 0.173
C 5.57 0.52 -1.49 -0.334
F 5.73 -0.73 -1.95 0.158
F 5.65 0.56 -0.15 0.168
C 6.79 1.36 -2.01 -0.531
F 6.49 2.67 -2.04 0.191
F 7.84 1.18 -1.21 0.194
F 7.10 0.97 -3.25 0.179
O -1.74 0.17 -1.26 -0.058
C -1.99 -1.15 -0.81 -0.115
C -3.14 -1.71 -1.68 -0.349
C -2.71 -2.72 -2.79 -0.042
O -4.15 -2.23 -0.85 -0.005
C -0.58 2.20 -1.05 -0.468
S -0.94 2.77 -2.73 0.781
H 1.92 3.07 4.50 0.078
H 1.59 3.89 6.03 0.095
H 1.17 2.17 5.84 0.090
H -2.22 3.60 3.37 0.118
H -1.81 5.24 3.76 0.135
H -0.80 5.75 1.79 0.129
H -2.39 5.19 1.42 0.116
H -0.26 4.53 -0.03 -0.015
H 0.19 3.50 1.28 0.116
H -2.64 4.25 -1.12 0.128
H -3.38 3.76 0.38 0.118
H -3.87 1.49 -0.50 0.105
H -3.49 2.12 -2.12 0.073
H -5.08 3.54 -1.98 0.087
H -2.41 2.21 1.85 0.133
H -1.47 -0.04 1.87 0.144
H 0.64 1.62 2.48 0.091
H 0.93 0.95 0.56 0.146
H 0.32 -0.65 0.56 0.141
H -0.13 -0.08 -2.84 0.127
H 0.74 -0.90 -1.60 0.091
H 1.77 1.92 -2.16 0.109
H 1.88 0.73 -3.41 0.147
H -1.13 -1.83 -0.75 0.084
H -2.40 -1.11 0.20 0.139
H -3.57 -0.85 -2.20 0.154
H -1.81 -3.26 -2.46 -0.088
H -3.50 -3.42 -3.01 0.102
H -2.48 -2.14 -3.68 0.101
H -4.99 -1.92 -1.19 0.116
H 0.43 2.57 -0.84 0.055
H -0.30 1.87 -3.50 -0.112
Cl 0.74 4.86 -2.04 -0.302
K -0.01 -3.45 -2.32 1.009
C 7.92 -3.24 -0.33 -0.146
O 6.50 -3.39 -0.29 -0.134
H 8.34 -3.89 0.43 0.080
H 8.31 -3.54 -1.31 0.079
H 8.21 -2.21 -0.12 0.074
H 6.13 -2.81 -0.97 0.036
C -2.20 -8.06 2.91 -0.027
O -3.46 -7.67 2.35 0.021
C -3.39 -6.90 1.29 -0.627
O -2.37 -6.50 0.76 0.095
O -4.63 -6.62 0.89 0.019
C -4.72 -5.79 -0.26 -0.042
H -2.41 -8.69 3.77 0.098
H -1.62 -8.63 2.18 0.099
H -1.64 -7.18 3.23 0.097
H -4.24 -6.26 -1.12 0.096
H -4.27 -4.81 -0.07 0.076
H -5.78 -5.66 -0.47 0.100

6.
72
Properties=species:S:1:pos:R:3:lowdin_charge:R:1 method="wB97M-V/def2-TZVPD" homo_ev="-5.31 / -5.31" orbital_gap_ev="4.78 / 4.77" charge=0 multiplicity=1 de_lowest_kj_mol=5.60
Zr 0.05 0.66 -0.11 1.092
P -0.81 0.07 -2.63 0.686
P 1.54 1.04 2.32 0.764
N 1.81 1.09 -0.82 -0.255
H 0.38 -0.43 -1.55 -0.076
C -1.27 1.77 -3.16 -0.292
H -1.90 1.71 -4.06 0.036
H -0.39 2.38 -3.40 0.041
H -1.84 2.29 -2.38 0.018
C -2.41 -0.73 -2.70 -0.258
H -2.51 -1.30 -3.63 0.045
H -3.22 0.01 -2.65 0.053
H -2.54 -1.40 -1.85 0.005
C 0.20 -0.53 -4.01 -0.233
H -0.41 -0.90 -4.84 0.048
H 0.84 -1.34 -3.63 0.044
H 0.86 0.28 -4.35 0.054
C 1.73 2.75 2.93 -0.288
H 2.32 2.78 3.86 0.042
H 0.75 3.20 3.11 0.024
H 2.25 3.35 2.17 0.045
C 0.96 0.18 3.83 -0.273
H 1.65 0.34 4.67 0.044
H 0.87 -0.90 3.64 0.037
H -0.04 0.56 4.11 0.022
C 3.31 0.50 2.25 -0.256
H 3.85 0.86 3.14 0.044
H 3.78 0.92 1.35 0.038
H 3.39 -0.59 2.20 0.036
C 2.94 1.14 -1.55 -0.447
C 4.69 2.44 -2.68 -0.126
C 3.47 2.38 -2.01 -0.070
C 3.64 -0.05 -1.94 -0.066
C 4.87 0.03 -2.60 -0.123
C 5.41 1.27 -2.96 -0.136
H 5.09 3.40 -2.99 0.091
H 2.90 3.28 -1.81 0.089
H 3.19 -1.02 -1.72 0.084
H 5.42 -0.88 -2.83 0.093
H 6.38 1.32 -3.45 0.084
C -2.28 2.63 1.38 -0.387
O -1.35 2.00 0.75 -0.249
C -3.13 3.60 0.61 -0.012
H -4.16 3.21 0.42 0.110
H -2.69 3.76 -0.39 0.084
H -3.20 4.55 1.15 0.088
C -2.52 2.38 2.83 -0.011
H -2.30 3.29 3.41 0.096
H -1.90 1.57 3.20 0.068
H -3.57 2.11 3.05 0.104
C -4.50 -1.92 0.04 -0.110
N -3.08 -2.29 0.01 -0.301
C -2.90 -3.68 -0.38 -0.097
C -2.36 -1.89 1.22 -0.188
C -0.91 -2.32 1.26 -0.286
C -0.56 -3.55 1.84 -0.069
C 0.77 -3.99 1.80 -0.104
C 1.74 -3.21 1.20 -0.106
C 1.41 -1.95 0.68 -0.190
C 0.10 -1.50 0.75 -0.260
H -4.95 -2.22 -0.92 0.080
H -4.62 -0.84 0.16 0.078
H -5.05 -2.43 0.85 0.083
H -1.85 -3.86 -0.65 0.089
H -3.19 -4.38 0.42 0.087
H -3.53 -3.87 -1.26 0.082
H -2.42 -0.79 1.27 0.096
H -2.88 -2.29 2.11 0.118
H -1.33 -4.16 2.32 0.102
H 1.03 -4.96 2.23 0.093
H 2.78 -3.56 1.12 0.101
H 2.19 -1.34 0.23 0.053